# 1
The following is a DFT calculation (ωB97M-V/def2-TZVPD) of C34H39N4O4Sn as an isolated structure.

The geometry in XYZ format:
```
82
Properties=species:S:1:pos:R:3
Sn -1.4261 1.2709 2.0518
C 3.9530 -3.1566 1.7555
C 3.2941 -1.9110 1.2945
C 3.1083 -1.6525 -0.0803
C 2.3535 -0.5958 -0.5355
C 2.3669 -0.4076 -1.9635
N 1.4922 0.0530 -2.7923
C 0.0593 0.3528 -2.6588
C -0.6647 -0.4438 -3.7536
C -2.0330 0.0932 -4.1479
N -3.0206 -0.0474 -3.0594
C -3.4148 0.8566 -2.2473
C -2.9664 2.2526 -2.2706
C -3.1531 3.1519 -3.2787
C -2.7246 4.4957 -3.1166
C -2.9871 5.5133 -4.1667
C -2.0453 4.8567 -1.9276
C -1.8237 3.9809 -0.8950
C -1.0727 4.4467 0.2805
N -0.6741 3.7266 1.2472
C 0.1148 4.4317 2.2740
C -0.2205 3.9450 3.6823
C 0.5901 2.7215 4.1142
N 0.6892 1.7505 3.0128
C 1.7888 1.1416 2.8565
C 2.1137 0.1516 1.8175
C 2.8642 -0.9263 2.2023
C 1.7122 0.3327 0.4147
O 0.9343 1.2249 0.0651
C -2.3568 2.6403 -1.0091
O -2.3665 1.7931 -0.0965
H 4.7095 -3.5009 1.0507
H 4.3972 -3.0391 2.7420
H 3.1895 -3.9422 1.8237
H 3.5779 -2.3236 -0.7922
H 3.2925 -0.7102 -2.4476
H 1.8264 0.1142 -3.7492
H -0.2715 0.0944 -1.6541
H -0.0623 1.4290 -2.8020
H -0.0760 -0.4267 -4.6755
H -0.7446 -1.4923 -3.4615
H -1.9851 1.1402 -4.4327
H -2.4241 -0.4716 -4.9925
H -3.3752 -0.9883 -2.9015
H -4.0790 0.5393 -1.4492
H -3.6634 2.8741 -4.1940
H -3.4026 5.0793 -5.0724
H -3.6961 6.2567 -3.7874
H -2.0750 6.0610 -4.4139
H -1.6904 5.8776 -1.8381
H -0.8417 5.5158 0.2591
H 1.1688 4.2444 2.0490
H -0.0478 5.5082 2.1924
H -0.0279 4.7462 4.3949
H -1.2932 3.7445 3.7484
H 1.5926 3.0139 4.4335
H 0.1021 2.2312 4.9596
H 2.6096 1.3363 3.5532
H 3.1295 -1.0423 3.2476
C 1.5764 -6.6964 1.6863
C 0.9591 -5.3441 1.4800
C 0.7847 -4.8146 0.2075
C 0.1986 -3.5716 0.0002
C 0.0057 -3.1317 -1.4270
C -0.1945 -2.7981 1.1081
C -0.0298 -3.3190 2.4117
C -0.4976 -2.6261 3.6682
C 0.5347 -4.5785 2.5617
C -0.7538 -1.4278 0.9019
O -1.3736 -1.0623 -0.0995
O -0.4586 -0.5859 1.8614
H 1.5961 -7.2721 0.7633
H 1.0274 -7.2653 2.4357
H 2.6040 -6.6012 2.0452
H 1.0803 -5.4045 -0.6527
H 0.5499 -3.7965 -2.0973
H 0.3509 -2.1084 -1.5755
H -1.0503 -3.1601 -1.6974
H -1.4910 -2.1949 3.5484
H 0.1728 -1.8189 3.9652
H -0.5405 -3.3442 4.4842
H 0.6258 -4.9891 3.5608
```

Computed properties:
Relative energy (zero: lowest compared OMol25 entry of this formula, charge and spin) (kcal/mol): 14.5
HOMO energy (spin up / spin down) (eV): -15.53 / -15.52
Kohn-Sham gap (spin up / spin down) (eV): 5.1 / 4.7
E_LUMO (spin up / spin down) (eV): -10.4 / -10.8
Max |F| (eV/Å): 0.4
Net charge: +3
Calculated total energy (a.u.): -2052.370246

These are the Löwdin partial charges, in e, on atoms 1 to 6:
1 Sn 1.52
2 C 0.02
3 C -0.17
4 C 0.07
5 C -0.08
6 C 0.05

# 2
The following is a DFT calculation (ωB97M-V/def2-TZVPD) of C34H39N5O3PSSc as an isolated structure.

The geometry in XYZ format:
```
84
Properties=species:S:1:pos:R:3
Sc 0.7300 -0.8045 -0.4772
O 2.2027 -1.1747 1.1914
C 2.2707 0.0773 1.2472
O 2.0767 0.7454 0.1790
C 2.2656 0.8031 2.5457
C 3.3356 0.8573 3.4229
C 3.1928 1.5508 4.6169
C 1.9850 2.1561 4.9378
C 0.9063 2.0696 4.0703
C 1.0420 1.4014 2.8576
P -0.3325 1.1075 1.7083
C -1.7168 0.6840 2.8115
C -2.9822 1.2575 2.7376
C -4.0085 0.7883 3.5508
C -3.7787 -0.2443 4.4449
C -2.5117 -0.8095 4.5384
C -1.4911 -0.3540 3.7222
C -0.7101 2.7108 0.9378
C -1.8006 2.8122 0.0670
C -2.0823 4.0053 -0.5762
C -1.2598 5.1085 -0.3812
C -0.1641 5.0116 0.4608
C 0.1085 3.8209 1.1223
H 4.2706 0.3693 3.1810
H 4.0247 1.6120 5.3050
H 1.8794 2.6873 5.8737
H -0.0438 2.5142 4.3418
H -3.1713 2.0855 2.0692
H -4.9865 1.2472 3.4923
H -4.5781 -0.5994 5.0810
H -2.3185 -1.5961 5.2559
H -0.4955 -0.7770 3.8313
H -2.4537 1.9633 -0.0989
H -2.9435 4.0767 -1.2278
H -1.4796 6.0433 -0.8795
H 0.4762 5.8694 0.6175
H 0.9637 3.7590 1.7834
N -1.2169 -0.7886 -3.4348
C -0.6338 0.4655 -3.2240
C -0.9844 1.4751 -4.1260
C -0.4518 2.7339 -3.9705
C 0.4287 2.9610 -2.9199
C 0.7057 1.9247 -2.0639
N 0.1752 0.6802 -2.1813
C -0.6705 -2.0527 -3.2186
C -1.0285 -3.0773 -4.1048
C -0.5082 -4.3349 -3.9144
C 0.3805 -4.5489 -2.8614
C 0.6702 -3.4895 -2.0396
N 0.1309 -2.2616 -2.1806
H -1.8420 -0.7788 -4.2273
H -1.6528 1.2526 -4.9470
H -0.7096 3.5218 -4.6652
H 0.8816 3.9269 -2.7531
H 1.3638 2.0728 -1.2222
H -1.6928 -2.8685 -4.9327
H -0.7727 -5.1387 -4.5879
H 0.8334 -5.5137 -2.6885
H 1.3672 -3.6056 -1.2184
N 0.0239 -2.5170 0.9777
C -1.0712 -3.5065 0.8550
C -2.4258 -2.8319 0.7625
C -2.6206 -2.0196 -0.5027
N -1.7659 -0.8061 -0.5074
H 0.8892 -2.9908 1.2305
H -0.1715 -1.9383 1.7963
H -1.0603 -4.1826 1.7127
H -0.8916 -4.1138 -0.0338
H -2.5932 -2.1999 1.6428
H -3.1957 -3.6044 0.8017
H -3.6721 -1.7369 -0.5938
H -2.3761 -2.6270 -1.3758
H -2.0378 -0.2665 0.3122
H -2.0392 -0.2414 -1.3050
C 4.9612 -0.5897 -1.0789
S 3.5819 -0.3622 -2.1948
C 4.1972 -1.3040 -3.5842
O 2.4755 -1.2510 -1.6363
H 5.1227 -1.6542 -0.9192
H 4.6978 -0.0966 -0.1464
H 5.8467 -0.1182 -1.5028
H 5.0643 -0.7889 -3.9963
H 3.4073 -1.3334 -4.3318
H 4.4587 -2.3099 -3.2620
```

Computed properties:
Relative energy (zero: lowest compared OMol25 entry of this formula, charge and spin) (kcal/mol): 1.3
HOMO energy (eV): -13.21
Kohn-Sham gap (eV): 8.4
E_LUMO (eV): -4.8
Max |F| (eV/Å): 0.6
Net charge: +2
Calculated total energy (a.u.): -3318.559831

These are the Löwdin partial charges, in e, on atoms 1 to 6:
1 Sc 1.00
2 O -0.02
3 C -0.63
4 O -0.14
5 C -0.14
6 C 0.00

# 3
The following is a DFT calculation (ωB97M-V/def2-TZVPD) of a 6-piece molecular cluster, C34H39O2P overall at a distorted geometry.

The geometry in XYZ format:
```
76
Properties=species:S:1:pos:R:3
O 10.7028 -1.2343 1.9332
C 9.6844 -2.0373 1.5684
O 9.8515 -3.4784 1.8414
C 8.3667 -1.3186 0.9080
C 7.0856 -2.3482 0.6683
C 6.0594 -2.2518 1.9443
P 4.2083 -2.4510 1.5102
H 10.1361 -3.5158 2.8169
H 8.6418 -0.7383 -0.0976
H 7.9479 -0.4702 1.6346
H 6.5768 -2.2105 -0.3779
H 7.5179 -3.4599 0.6735
H 6.3372 -3.1546 2.6690
H 6.1583 -1.2750 2.5862
H 3.6584 -3.4663 2.3738
H 3.4611 -1.2450 1.8480
C 3.6770 0.8947 -0.5585
C 2.4971 1.1953 -1.2384
C 2.0833 2.5209 -1.3665
C 2.8479 3.5467 -0.8104
C 4.0230 3.2455 -0.1224
C 4.4387 1.9202 0.0025
H 4.0025 -0.1377 -0.4646
H 1.8998 0.3957 -1.6696
H 1.1655 2.7550 -1.8994
H 2.5272 4.5798 -0.9122
H 4.6159 4.0444 0.3162
H 5.3557 1.6858 0.5366
C -0.0920 -3.4304 -1.4667
C 0.9831 -2.6315 -1.8549
C 1.1384 -2.2722 -3.1933
C 0.2202 -2.7156 -4.1454
C -0.8497 -3.5222 -3.7588
C -1.0072 -3.8785 -2.4197
H -0.2165 -3.7047 -0.4227
H 1.7002 -2.2880 -1.1135
H 1.9746 -1.6467 -3.4949
H 0.3395 -2.4337 -5.1879
H -1.5621 -3.8728 -4.5015
H -1.8424 -4.5051 -2.1182
C 0.1313 1.9852 4.5875
C 1.2791 1.8952 3.8006
C 1.2069 2.1414 2.4298
C -0.0151 2.4737 1.8445
C -1.1647 2.5546 2.6299
C -1.0919 2.3121 4.0013
H 0.1891 1.7999 5.6566
H 2.2309 1.6337 4.2561
H 2.1023 2.0744 1.8174
H -0.0712 2.6681 0.7771
H -2.1183 2.8078 2.1730
H -1.9874 2.3775 4.6136
C -4.4162 -2.4938 -0.9185
C -3.3266 -1.6572 -1.1587
C -3.3261 -0.3526 -0.6660
C -4.4181 0.1175 0.0639
C -5.5118 -0.7161 0.2962
C -5.5107 -2.0220 -0.1932
H -4.4134 -3.5124 -1.2968
H -2.4767 -2.0225 -1.7298
H -2.4753 0.2980 -0.8506
H -4.4169 1.1330 0.4501
H -6.3655 -0.3481 0.8600
H -6.3620 -2.6722 -0.0101
C -8.3140 4.0529 -1.3398
C -9.6577 3.6818 -1.3792
C -10.0098 2.3325 -1.3738
C -9.0172 1.3530 -1.3334
C -7.6732 1.7239 -1.3035
C -7.3211 3.0733 -1.3050
H -8.0402 5.1044 -1.3372
H -10.4312 4.4449 -1.4132
H -11.0572 2.0437 -1.4010
H -9.2913 0.3017 -1.3266
H -6.8992 0.9607 -1.2780
H -6.2737 3.3623 -1.2793
```

Computed properties:
HOMO energy (eV): -8.91
Kohn-Sham gap (eV): 9.2
E_LUMO (eV): 0.3
Max |F| (eV/Å): 8.4
Calculated total energy (a.u.): -1810.660834

These are the Löwdin partial charges, in e, on atoms 1 to 6:
1 O -0.05
2 C -0.27
3 O -0.02
4 C -0.11
5 C -0.26
6 C -0.51